2 unconnected molecules or ions with the total composition C6H16 in a non-equilibrium geometry. Source: the OMol25 dataset; level of theory: ωB97M-V/def2-TZVPD.

The calculation puts the max |F| at 4.87 eV/Å. As for the SMILES: CCC.CCC. The calculation puts the energy above the lowest of the compared OMol25 structures with the same formula, charge and spin at 131.1 kJ/mol. As for the HOMO-LUMO gap: 12.12 eV. As for the energy: -6480.2992 eV. The calculation puts the HOMO energy at -11.06 eV.

CARTESIAN COORDINATES (ANGSTROEM)
1 C -1.3288 1.9932 -1.6085
2 C -1.5878 1.1876 -0.3048
3 C -1.4681 2.0599 1.0122
4 H -0.3748 2.4866 -1.7186
5 H -2.1030 2.7865 -1.7515
6 H -1.3688 1.4895 -2.5597
7 H -2.5238 0.7820 -0.1756
8 H -0.9009 0.3334 -0.2582
9 H -2.2799 2.8729 0.9391
10 H -1.8171 1.4721 1.7907
11 H -0.5259 2.6165 1.2887
12 C 0.7316 -2.8663 0.7208
13 C 1.0809 -1.3907 0.3794
14 C 2.5752 -1.1828 -0.1542
15 H 1.4274 -3.1174 1.5713
16 H 0.8572 -3.5686 -0.0329
17 H -0.2667 -2.9851 1.1150
18 H 0.3730 -0.8969 -0.3162
19 H 0.8349 -0.9155 1.2822
20 H 3.3991 -1.4059 0.4144
21 H 2.5980 -1.6180 -1.1517
22 H 2.6684 -0.1332 -0.4819

Atom charges from the Mulliken analysis, given in e for atoms 1 to 2: number 1, C, carries -1.240; number 2, C, carries 0.573